# 1
Density functional theory data (wB97M-V/def2-TZVPD) for a single C17H20N2S2 molecule in a non-equilibrium geometry.

- energy above the lowest of the compared OMol25 structures with the same formula, charge and spin (kcal per mole) = 331.25
- SMILES = Cc1cccc(CSCCNC(=S)Nc2ccccc2)c1
- total charge = 0
- lowest unoccupied orbital energy (eV) = -0.26
- DFT total energy (eV) = -42590.883
- multiplicity = 1
- orbital gap (Ha) = 0.2686

Positions of all 41 atoms, in Å:
1 H 0.12 -3.52 -1.92
2 C -4.23 -1.04 0.63
3 C 1.81 -2.55 -1.06
4 C 1.80 -0.29 1.28
5 H -5.20 -0.24 2.16
6 C -3.95 1.20 1.55
7 H -4.74 -2.21 0.52
8 H 5.08 0.83 0.75
9 H 0.30 3.41 0.09
10 H -4.08 2.06 1.85
11 H -0.98 -1.68 -0.65
12 H 0.12 0.96 0.53
13 C -4.56 -0.10 1.34
14 C -0.59 -0.31 -1.74
15 H 3.77 -0.90 1.76
16 H -2.36 2.30 0.60
17 C 0.57 -2.39 -1.79
18 S 0.58 0.30 -2.90
19 C 0.99 -1.36 1.56
20 C 1.31 3.15 -0.34
21 H -0.09 -1.01 1.53
22 H 2.55 -3.15 -1.35
23 C -3.10 -0.79 -0.49
24 S 1.40 -2.83 0.67
25 H 3.93 2.79 0.20
26 H 1.26 -1.68 2.69
27 N -0.50 -1.58 -1.57
28 H 1.14 2.84 -1.31
29 H 0.87 -2.20 -2.84
30 C 3.26 -0.41 1.16
31 C 2.11 1.98 0.21
32 C -2.84 1.42 0.52
33 H 1.77 4.17 -0.30
34 N -1.44 0.39 -1.31
35 C 1.14 0.78 0.86
36 C 3.50 2.03 0.28
37 H -1.40 1.48 -1.51
38 C 4.03 0.81 0.83
39 H 2.13 -1.41 -0.91
40 H -2.98 -1.49 -1.20
41 C -2.53 0.25 -0.36

# 2
Density functional theory data (wB97M-V/def2-TZVPD) for C42H40F6N3O5PdS7 as an isolated structure in a non-equilibrium geometry.

- total charge = -1
- lowest unoccupied orbital energy (alpha / beta) (eV) = 0.20 / 0.20
- DFT total energy (eV) = -154543.113
- multiplicity = 1
- orbital gap (alpha / beta) (Ha) = 0.1702 / 0.1694

Positions of all 104 atoms, in Å:
1 C 1.24 1.43 -2.16
2 C 1.38 -1.09 -5.09
3 O -3.27 0.51 2.74
4 H -2.33 1.38 -0.36
5 C 2.70 -1.82 0.57
6 N -0.02 1.10 -1.94
7 H -0.70 3.13 -0.99
8 C -2.97 1.29 -4.11
9 C 1.40 2.40 -4.60
10 H 4.73 4.27 2.58
11 O -4.62 -4.24 2.69
12 H 1.09 -3.19 -3.47
13 H 6.80 2.50 -1.82
14 C -2.20 -1.24 4.38
15 C -0.90 0.84 -2.97
16 F -3.88 -2.98 -0.29
17 H 4.68 -2.20 -0.24
18 H 4.31 3.63 -5.91
19 F -3.51 -5.02 0.27
20 H 4.20 -1.93 2.84
21 C -2.73 0.26 -5.00
22 H 2.25 3.69 3.11
23 C -3.19 -3.75 0.55
24 C 4.15 2.77 -3.93
25 H -3.44 0.03 -5.78
26 H 2.28 -1.41 -0.35
27 C 0.28 1.35 3.84
28 C 5.47 2.89 -3.43
29 H 2.06 4.85 1.79
30 S -1.00 3.62 4.41
31 H 5.14 1.46 -0.35
32 C 1.60 -2.62 1.28
33 H 3.12 3.19 0.24
34 H 0.66 -2.05 1.32
35 C -0.65 -0.22 -3.88
36 C 2.33 2.98 -5.50
37 C 3.23 -0.67 1.40
38 C 3.34 3.17 1.31
39 H 1.96 3.29 -6.47
40 H 1.89 -2.89 2.29
41 H -1.40 -1.31 -5.55
42 C 4.28 1.44 2.88
43 S 0.83 1.62 5.49
44 F -1.04 -1.86 4.50
45 C 0.58 -1.11 -3.78
46 S 0.14 3.99 7.14
47 H 5.04 -0.06 4.19
48 C -0.01 3.12 5.76
49 C 2.95 0.67 1.04
50 F -3.13 -1.95 5.03
51 H 4.69 2.25 3.47
52 H -0.53 -2.96 -4.14
53 C 3.22 2.19 -3.06
54 H -3.28 3.26 -2.59
55 F -1.89 -3.62 0.25
56 H 2.29 -1.67 -4.97
57 C 3.65 3.17 -5.19
58 H -1.79 4.50 -1.21
59 H -3.48 2.72 -0.18
60 C 4.83 1.82 -1.32
61 C 4.00 -0.91 2.53
62 H 4.22 -3.31 1.05
63 C 4.49 0.14 3.29
64 C -3.10 1.98 -0.88
65 C 2.14 3.79 2.03
66 C 3.53 1.75 -1.75
67 H 0.37 2.28 -4.90
68 S -2.82 -0.84 2.62
69 H -3.88 1.87 -4.20
70 H 1.23 3.30 1.71
71 H 0.81 -1.52 -5.91
72 H -0.22 -2.62 -2.44
73 H 6.23 3.37 -4.04
74 C 2.26 1.32 -1.17
75 C 3.85 -2.76 0.18
76 F -2.08 -0.08 5.04
77 S 0.79 -0.03 3.03
78 C -2.09 1.59 -3.09
79 H 1.40 -3.54 0.72
80 Pd -0.13 0.43 0.50
81 C -0.57 2.32 3.33
82 N -4.00 -1.84 2.38
83 O -1.74 -1.16 -1.07
84 C -1.37 3.62 -1.70
85 C 5.78 2.41 -2.18
86 C 3.54 1.74 1.75
87 O -1.71 -1.03 1.71
88 H 1.23 -0.75 -2.98
89 H 1.66 -0.07 -5.35
90 H -0.79 3.94 -2.56
91 C 4.57 4.05 1.52
92 H 3.50 -3.48 -0.56
93 C 1.85 2.00 -3.36
94 H 4.44 5.00 1.01
95 C -0.64 -1.11 -0.76
96 C 0.20 -2.56 -3.44
97 O -2.29 -3.54 3.03
98 N 2.01 0.88 0.05
99 C -2.49 2.66 -2.11
100 H 5.47 3.57 1.13
101 H -3.91 1.31 -1.17
102 C -1.58 -0.49 -4.87
103 S -3.55 -3.35 2.37
104 S -1.12 2.40 1.73

# 3
Density functional theory data (wB97M-V/def2-TZVPD) for C58H55N7O4PRu as an isolated structure.

- energy above the lowest of the compared OMol25 structures with the same formula, charge and spin (kcal per mole) = 25.51
- total charge = +2
- lowest unoccupied orbital energy (alpha / beta) (eV) = -4.55 / -5.24
- DFT total energy (eV) = -91516.801
- multiplicity = 6
- orbital gap (alpha / beta) (Ha) = 0.2258 / 0.2621

Positions of all 126 atoms, in Å:
1 H 6.73 -2.14 -1.05
2 P 2.66 0.48 -0.05
3 C -1.13 1.99 0.27
4 H -5.07 -1.92 -4.54
5 C -0.82 3.33 0.50
6 C 3.46 4.96 -0.60
7 H -2.97 -0.98 -5.12
8 C -0.33 2.22 -2.01
9 H -0.57 -0.35 -5.68
10 C 5.84 -1.68 -1.44
11 H 2.56 -2.88 -0.09
12 H -1.31 1.84 2.26
13 O -1.44 -1.17 5.50
14 H 4.17 2.02 -2.10
15 C -0.32 4.12 -0.52
16 C -2.17 1.14 -3.97
17 C -0.44 -3.25 1.16
18 H 1.37 -1.78 -6.13
19 O 0.62 -2.77 0.43
20 H -3.41 -2.10 2.27
21 C 3.68 -0.46 4.30
22 C 0.29 1.61 3.89
23 C 2.57 -1.04 3.70
24 C 1.84 -3.39 -4.79
25 C 3.75 2.71 -1.38
26 H 2.48 -3.91 -5.49
27 C -5.32 -2.09 -1.18
28 H -6.73 -2.47 -2.76
29 H 4.79 1.44 1.74
30 H -3.23 -0.23 4.97
31 C -0.33 -0.30 -4.61
32 C -2.60 -2.80 2.09
33 C 0.75 2.30 4.99
34 N -2.72 1.63 -1.56
35 C 4.44 -1.11 -3.31
36 H -1.40 1.91 -4.05
37 H -1.62 -5.94 2.84
38 O 1.23 0.15 -0.37
39 H 4.53 4.43 -2.38
40 H -6.00 -2.29 -0.37
41 C 2.27 -0.74 2.38
42 H -1.36 5.75 1.48
43 C -4.01 -1.72 -0.91
44 C -0.72 5.12 2.09
45 C -2.86 -1.03 5.63
46 H -0.07 5.15 -0.36
47 H 2.02 -4.86 -3.22
48 H 2.38 5.19 1.24
49 H -3.33 1.87 0.40
50 H 5.17 -1.01 0.48
51 C -0.76 0.01 5.36
52 H 1.98 2.78 1.51
53 H 2.65 -0.03 -2.85
54 C 1.60 -3.92 -3.53
55 C 0.42 -1.56 -4.23
56 H -3.66 -1.62 0.11
57 C -1.31 1.50 -1.12
58 C 1.24 -2.20 -5.15
59 Ru -0.76 -0.73 -1.31
60 H 1.77 -4.47 0.05
61 C -0.26 0.69 6.45
62 H -3.30 -1.98 5.35
63 H -3.52 -4.39 3.19
64 H -2.73 1.17 -4.91
65 C -1.25 -0.08 1.73
66 C 0.48 1.85 6.28
67 N 0.21 -2.05 -3.00
68 N -1.54 -0.17 -3.80
69 H 0.33 5.38 1.93
70 H -3.12 -0.79 6.66
71 H -0.96 5.24 3.14
72 C -1.60 -4.94 2.43
73 C 4.96 -1.03 -0.58
74 C 5.59 -1.71 -2.81
75 C 3.55 -0.49 -2.46
76 C -0.49 -4.53 1.70
77 C -5.72 -2.18 -2.50
78 C 3.81 -0.43 -1.09
79 C -1.50 -2.36 1.36
80 H -4.75 1.48 -4.22
81 C 2.75 4.50 0.50
82 H 6.29 -2.19 -3.47
83 H 1.40 -1.17 1.90
84 C -4.80 -1.88 -3.49
85 H -1.91 -2.15 -4.35
86 C -2.66 -4.07 2.62
87 N -1.46 -1.03 0.84
88 H 3.92 -0.70 5.33
89 H 3.65 6.02 -0.71
90 C 0.07 3.47 -1.73
91 C 4.48 0.43 3.60
92 N -0.97 -0.36 3.02
93 O -0.95 3.74 1.80
94 C 4.17 0.74 2.28
95 H 2.20 -3.55 1.52
96 C 1.85 -3.47 0.49
97 H 4.25 -1.12 -4.38
98 H 0.78 3.97 -2.38
99 H 0.34 -5.22 1.57
100 C 3.96 4.07 -1.53
101 H 0.86 2.38 7.14
102 H 0.31 0.58 -4.47
103 C 3.03 2.23 -0.28
104 C -5.02 1.89 -0.90
105 C 0.77 -3.21 -2.68
106 C -2.48 -1.23 -4.18
107 H 0.52 -3.59 -1.70
108 C -0.50 0.47 4.06
109 H 0.12 1.71 -2.85
110 C -4.47 1.59 -3.18
111 C 2.53 3.14 0.65
112 H -1.13 -1.32 3.32
113 H -0.47 0.30 7.44
114 H 1.94 -1.72 4.26
115 C 3.07 0.15 1.67
116 N -1.37 1.25 1.44
117 C -5.44 1.80 -2.22
118 C -3.13 1.48 -2.86
119 C -3.68 1.80 -0.61
120 H 5.33 0.88 4.07
121 H 1.36 3.19 4.85
122 C -3.51 -1.53 -3.13
123 H -5.71 2.04 -0.09
124 N -3.11 -1.47 -1.85
125 H 0.57 1.94 2.90
126 H -6.48 1.89 -2.48

# 4
Density functional theory data (wB97M-V/def2-TZVPD) for C15H44Ag2N7O6 as an isolated structure in a non-equilibrium geometry.

- energy above the lowest of the compared OMol25 structures with the same formula, charge and spin (kcal per mole) = 215.56
- total charge = +1
- lowest unoccupied orbital energy (eV) = -6.20
- DFT total energy (eV) = -46966.314
- multiplicity = 1
- orbital gap (Ha) = 0.1258

Positions of all 74 atoms, in Å:
1 H 0.98 -0.53 0.08
2 C -3.88 -2.72 -1.75
3 H -5.68 0.98 -2.01
4 O 1.52 0.24 7.42
5 H 2.04 -2.07 -8.50
6 H 7.95 0.58 -2.57
7 C -1.48 -0.70 5.24
8 C -0.98 5.59 2.18
9 C -5.05 1.83 -0.08
10 H -1.78 4.04 3.11
11 Ag 3.57 4.73 1.02
12 C 0.10 0.15 7.17
13 H 6.77 -0.28 0.33
14 C 1.94 1.20 8.46
15 H -0.25 3.73 2.43
16 C 1.14 -1.40 -6.74
17 H 0.58 -2.25 5.60
18 N 7.58 0.07 -1.78
19 H -1.90 -1.30 6.04
20 N 7.76 -0.35 0.19
21 H 0.05 0.45 -7.16
22 H 1.22 -5.49 -6.25
23 H -7.29 1.00 -0.39
24 N 1.24 -1.53 -8.20
25 H 0.47 -2.10 -8.52
26 C -0.05 -0.48 -6.60
27 H 0.97 0.84 -1.04
28 O 2.38 0.92 0.52
29 H 0.23 -5.00 -4.94
30 H -3.39 -0.03 -1.44
31 H 0.78 -2.74 -5.03
32 H -4.15 -0.67 0.04
33 H 1.53 2.21 8.38
34 C 0.27 -5.01 -6.03
35 O -4.79 -1.59 -1.73
36 H 0.63 -1.59 4.20
37 H 1.63 0.77 9.41
38 H -2.21 7.00 1.93
39 Ag 3.76 0.59 4.43
40 H -2.09 0.13 4.89
41 H 2.25 -0.34 -1.11
42 H -4.06 2.22 -0.31
43 N -6.63 0.24 -0.43
44 N -2.04 6.24 2.58
45 H -0.01 -0.21 -5.55
46 H 8.36 -0.54 0.99
47 H 0.20 0.53 5.04
48 H -5.06 1.35 0.90
49 C -0.07 -0.34 5.64
50 H -0.28 -0.58 7.88
51 H -0.47 -5.67 -6.49
52 O 9.61 -0.33 -0.99
53 H -5.67 2.72 -0.09
54 H -4.25 -3.50 -2.41
55 H -3.01 -2.24 -2.18
56 H 2.00 -0.85 -6.34
57 C -5.41 0.67 -1.00
58 H 6.64 0.37 -1.57
59 H -2.83 5.92 3.12
60 C 1.60 0.21 -0.41
61 N -0.92 4.42 2.74
62 C -4.32 -0.41 -1.00
63 O -0.09 6.05 1.47
64 C 8.41 -0.23 -0.89
65 H -0.32 1.14 7.34
66 N 0.89 -1.40 5.16
67 H 3.03 1.25 8.49
68 H -1.03 -0.93 -6.72
69 H -7.05 -0.50 -0.98
70 H -1.49 -1.49 4.49
71 H 2.11 -3.24 -6.09
72 C 1.12 -2.80 -6.06
73 H -3.59 -3.17 -0.80
74 O 0.28 -3.75 -6.71

# 5
Density functional theory data (wB97M-V/def2-TZVPD) for C57H48Cl3CsGeOP3 as an isolated structure in a non-equilibrium geometry.

- energy above the lowest of the compared OMol25 structures with the same formula, charge and spin (kcal per mole) = 126.72
- total charge = 0
- lowest unoccupied orbital energy (alpha / beta) (eV) = -0.25 / -0.38
- DFT total energy (eV) = -184429.756
- multiplicity = 2
- orbital gap (alpha / beta) (Ha) = 0.2050 / 0.2001

Positions of all 114 atoms, in Å:
1 C 3.39 3.90 -2.68
2 C -3.31 -1.26 5.78
3 H 3.62 -5.56 4.76
4 C -4.22 0.30 0.11
5 C 2.87 -4.29 6.43
6 H 0.31 -2.06 6.26
7 C -4.91 -0.84 -0.28
8 C -5.00 1.12 -4.44
9 C -3.21 1.11 -5.99
10 C 2.34 5.54 -4.13
11 C -1.54 0.06 2.14
12 C -1.73 -2.40 4.35
13 H -6.99 0.98 -5.27
14 H 1.39 2.89 3.76
15 H 4.24 3.68 -2.05
16 Cl 0.97 -6.10 -0.33
17 C 1.02 -2.83 5.98
18 H 2.76 -4.51 2.23
19 C 3.83 0.37 0.34
20 H 3.64 -4.71 7.17
21 C 4.17 0.93 -2.86
22 C -3.53 5.03 -2.34
23 C -2.37 5.71 -2.11
24 C -2.16 -1.23 5.00
25 C 0.17 1.59 2.63
26 H 4.33 -0.29 -0.33
27 H 5.49 1.74 -1.30
28 H -2.34 6.77 -2.00
29 C 1.79 -0.41 3.88
30 C -4.10 0.84 -7.01
31 H 4.56 -0.60 2.03
32 C 3.94 0.23 1.65
33 H 1.36 2.76 0.12
34 H 5.26 -0.89 -5.56
35 H -1.55 -0.37 4.92
36 C -2.61 -3.53 4.23
37 H -4.49 3.23 -2.94
38 H -3.48 -1.43 -3.32
39 H -5.16 -2.44 -1.68
40 C 5.23 -0.33 -4.61
41 C 1.20 4.73 -4.11
42 H 0.34 4.94 -4.78
43 H -0.58 2.30 2.18
44 Ge 2.04 -7.10 -1.95
45 H 1.01 -4.42 2.23
46 C 1.04 -3.24 4.64
47 H 2.87 1.17 4.65
48 H -6.17 0.55 -7.65
49 H 7.33 -0.91 -4.21
50 C 2.26 3.10 -2.66
51 H -5.33 1.16 -3.39
52 C -2.14 -4.79 3.43
53 C -3.63 1.21 -4.64
54 H 1.84 -5.90 2.86
55 C 6.40 -0.36 -3.87
56 C 6.47 0.39 -2.73
57 H -5.64 -1.25 0.39
58 H 7.39 0.44 -2.10
59 C -3.37 0.93 -0.78
60 H 2.40 6.44 -4.75
61 Cl 2.09 -5.80 -3.70
62 C -3.19 0.37 -2.02
63 C 3.43 1.23 2.60
64 H 3.21 0.31 -4.73
65 H -5.16 -2.23 6.29
66 P -0.08 -2.44 3.50
67 H -3.70 0.82 -8.05
68 C 3.47 5.11 -3.41
69 C 5.38 1.14 -2.24
70 C 2.57 2.41 1.96
71 C -0.27 0.28 2.70
72 C 1.94 -4.25 4.24
73 C 1.13 3.62 -3.29
74 C -5.49 0.74 -6.79
75 C 2.93 1.39 -0.26
76 C 2.35 0.92 3.71
77 H -4.34 0.67 1.11
78 C 1.82 -4.84 2.81
79 C 4.14 0.37 -4.19
80 H -1.20 -5.20 3.82
81 H -0.18 5.43 -1.96
82 Cs 0.36 -2.55 -2.19
83 C -4.67 -1.49 -1.48
84 O -0.05 2.92 -3.12
85 C -4.21 -2.35 5.72
86 C 0.50 -0.73 3.46
87 C 2.90 -4.75 5.11
88 H -2.87 1.87 -0.57
89 H 4.39 5.65 -3.40
90 C -1.15 4.97 -2.25
91 H 3.09 3.37 2.15
92 C 1.48 2.04 3.07
93 H -4.54 -4.32 4.84
94 P -2.38 1.32 -3.35
95 C -3.79 -0.89 -2.37
96 C -3.83 -3.48 4.92
97 C 1.95 -3.38 6.86
98 H -2.08 0.95 1.89
99 P 2.57 1.42 -2.07
100 H 2.00 -2.95 7.87
101 C -1.16 3.68 -2.76
102 C -2.40 3.02 -2.92
103 H 2.33 -1.23 4.36
104 H 4.28 1.62 3.19
105 Cl 1.01 -8.97 -2.40
106 C -3.58 3.71 -2.68
107 H -1.99 -0.89 1.96
108 H -3.50 -0.37 6.39
109 H -2.93 -5.49 3.51
110 C -5.92 0.95 -5.50
111 H -1.97 -4.59 2.35
112 H -2.11 1.10 -6.23
113 H -4.49 5.50 -2.34
114 C 2.18 2.24 0.57

# 6
Density functional theory data (wB97M-V/def2-TZVPD) for a 2-piece molecular cluster, C3H5O3P overall in a non-equilibrium geometry.

- energy above the lowest of the compared OMol25 structures with the same formula, charge and spin (kcal per mole) = 109.49
- SMILES = O=c1cc1O.OP
- total charge = 0
- lowest unoccupied orbital energy (eV) = 0.29
- DFT total energy (eV) = -18619.431
- multiplicity = 1
- orbital gap (Ha) = 0.3465

Positions of all 12 atoms, in Å:
1 H 1.39 -1.53 -1.94
2 C 0.75 -0.78 -1.81
3 H 0.12 1.82 1.11
4 O -1.67 -0.96 -1.03
5 H -1.75 -1.87 -1.36
6 H -0.49 -0.75 2.74
7 H 0.52 1.12 3.28
8 P 0.68 0.22 2.31
9 C 0.44 0.57 -1.55
10 C -0.56 -0.48 -1.48
11 O -0.30 0.93 1.18
12 O 0.86 1.69 -1.46

# 7
Density functional theory data (wB97M-V/def2-TZVPD) for a single C6H6O molecule in a non-equilibrium geometry.

- energy above the lowest of the compared OMol25 structures with the same formula, charge and spin (kcal per mole) = 113.40
- SMILES = C#CC1=CCOC1
- total charge = 0
- lowest unoccupied orbital energy (eV) = 0.66
- DFT total energy (eV) = -8361.589
- multiplicity = 1
- orbital gap (Ha) = 0.3551

Positions of all 13 atoms, in Å:
1 O 1.31 -0.59 0.32
2 C -0.68 0.29 -0.47
3 H -0.42 -0.48 1.51
4 C -1.01 1.58 -0.11
5 C 0.26 0.11 0.86
6 C 0.74 -1.49 -0.59
7 H -0.37 3.20 1.16
8 H -1.05 -1.31 -1.99
9 C -0.48 -0.81 -1.20
10 H 0.45 -2.40 -0.07
11 C -0.93 2.66 0.43
12 H 1.52 -1.70 -1.33
13 H 0.66 0.94 1.47

> Look up the multiplicity of the seventh one.

1

> Which of these has the lowest DFT total energy?

C57H48Cl3CsGeOP3

> Among the records above, which one has the highest multiplicity?

C58H55N7O4PRu